Entry 1:
50
Properties=species:S:1:pos:R:3:forces:R:3:lowdin_charge:R:1 method="wB97M-V/def2-TZVPD" homo_ev=-5.0382 largest_force_ev_per_a=8.5 lumo_energy_ev=2.34 total_charge=-1 energy_ev=-36818.777
C -0.5109 -4.5527 -1.5062 -0.514 0.697 0.678 -0.033
C -1.6938 -3.8605 -2.4510 -2.570 -2.717 -2.215 -0.280
O -2.4566 -4.6737 -3.1890 4.645 5.601 4.342 -0.036
O -1.8356 -2.3736 -2.4002 0.089 -4.139 0.628 -0.137
C -2.4798 -1.9836 -1.1045 -0.397 0.265 0.445 -0.129
C -2.3738 -0.3610 -0.9050 -1.037 -0.438 -0.702 -0.302
O -3.6553 -0.0745 -0.1796 4.068 -0.321 -0.375 -0.256
Al -3.0522 -0.4454 1.6003 -0.719 0.079 -1.220 0.160
N -3.7401 -2.1980 1.9975 -1.407 0.246 -0.752 -0.135
O -1.2105 -0.1912 1.2935 -0.198 0.664 -2.498 -0.230
C -1.0322 0.2637 -0.1253 -3.269 -1.405 0.530 -0.371
C 0.2504 -0.3630 -0.9260 0.597 0.242 0.199 -0.097
C 1.7207 0.1299 -0.4081 4.246 0.614 0.904 -0.091
C 2.1184 1.5893 0.2163 2.671 -2.132 -0.389 -0.007
C 3.6722 2.0082 0.6718 -0.018 -4.204 -1.689 -0.062
C 4.9202 0.9088 0.4956 -4.821 -0.687 -1.202 -0.059
C 4.5155 -0.5804 -0.1380 -1.851 2.220 0.265 -0.199
C 5.7936 -1.6246 -0.3340 -0.364 1.306 -0.275 -0.144
C 2.9756 -0.9620 -0.5723 1.312 3.773 1.644 0.008
C -1.3582 1.8966 -0.2837 1.147 -0.242 -0.212 -0.072
C -1.3577 2.7004 1.1465 0.787 2.163 -1.223 -0.308
O -2.6870 2.8934 1.7512 0.866 0.351 -0.880 -0.145
C -0.7789 4.2368 0.8294 1.279 -0.236 -0.353 -0.225
N 0.2169 4.7051 1.9097 -1.058 -0.697 -0.470 -0.061
H 0.5365 -4.5914 -2.0462 -2.369 -0.069 0.807 0.091
H -0.9255 -5.6010 -1.1825 1.030 1.994 -0.964 0.092
H -0.3297 -3.9475 -0.5005 -0.529 -1.066 -2.256 0.082
H -3.6276 -2.2939 -1.2057 2.598 0.871 0.424 0.156
H -1.9664 -2.5390 -0.1990 -1.055 1.025 -1.719 0.123
H -2.2752 0.1397 -1.9680 -0.774 -0.988 1.672 0.148
H -3.8633 0.6598 2.4253 0.283 -0.304 0.485 -0.049
H -4.0523 -2.6754 1.0981 0.591 0.765 1.521 -0.025
H -4.6640 -2.0160 2.4940 1.535 -0.322 -0.707 -0.022
H 0.2645 -1.5560 -0.8755 -0.196 2.711 0.154 0.117
H 0.1052 -0.1189 -2.0842 0.459 -0.300 2.491 0.144
H 1.3038 2.4176 0.3506 1.683 -1.907 -0.323 0.047
H 3.9483 3.0777 1.0883 -0.889 -2.421 -0.953 0.070
H 6.0419 1.1744 0.7963 -2.793 -0.684 -0.761 0.081
H 5.6291 -2.3833 -1.2295 0.181 1.513 2.138 0.079
H 6.7251 -0.9410 -0.6301 -1.989 -1.571 0.709 0.075
H 6.0220 -2.1418 0.6915 -0.465 0.778 -2.124 0.075
H 2.7812 -2.0313 -1.0071 0.348 2.300 0.924 0.083
H -2.3780 2.1043 -0.8333 1.886 -0.739 1.285 0.135
H -0.5117 2.2975 -1.0237 -1.718 -0.510 1.737 0.111
H -0.5981 2.2596 1.9499 -2.108 0.551 -1.788 0.160
H -3.2052 3.6271 1.3039 1.331 -1.439 0.417 0.104
H -1.6381 5.0261 0.7180 1.497 -1.541 0.403 0.113
H -0.1612 4.2797 -0.1844 -1.393 -0.201 2.034 0.110
H -0.2366 4.5193 2.8345 0.841 0.046 -1.065 0.067
H 1.1142 4.1658 1.8301 -1.470 0.505 0.279 0.046

Entry 2:
57
Properties=species:S:1:pos:R:3:forces:R:3:mulliken_spin:R:1 method="wB97M-V/def2-TZVPD" homo_ev=-3.5246 multiplicity=4 largest_force_ev_per_a=1.2 lumo_energy_ev=1.97 total_charge=-1 relative_energy_kcal_mol=15.6 energy_ev=-175189.509
Nd 0.0745 0.1387 -1.1728 0.249 0.612 -0.602 3.036
N 1.5758 1.5211 -3.0233 0.114 -0.040 -0.266 -0.003
C 1.8501 2.9182 -2.7204 -0.075 0.289 0.064 0.000
C 0.5290 3.6400 -2.4244 0.413 -0.176 -0.154 0.000
N -0.2648 2.9481 -1.4147 -0.517 -0.182 0.144 -0.005
C -0.1283 3.4429 -0.0485 0.446 0.010 0.411 0.001
C 1.1038 2.8133 0.6572 -0.319 0.524 -0.290 0.001
N 1.0855 1.3769 0.6173 -0.794 -0.341 0.372 -0.010
H 2.4173 1.0225 -3.3134 -0.312 0.010 0.140 0.000
H 0.8982 1.4774 -3.7926 0.163 -0.291 0.241 0.000
H 2.3520 3.4500 -3.5464 -0.050 -0.040 0.136 0.000
H 2.5077 2.9557 -1.8500 0.031 0.063 -0.012 0.000
H -0.0481 3.6604 -3.3537 0.005 0.005 0.093 0.000
H 0.7408 4.6784 -2.1229 -0.051 -0.105 -0.047 0.000
H -1.2413 2.9812 -1.6967 0.207 -0.014 0.033 0.001
H -1.0180 3.1312 0.5088 0.043 0.032 -0.047 0.000
H -0.0684 4.5467 -0.0257 -0.027 -0.061 0.018 0.000
H 1.1155 3.2143 1.6838 0.096 0.005 -0.120 0.000
H 2.0120 3.2020 0.1634 -0.089 0.076 0.115 -0.001
H 0.7816 1.0570 1.5416 0.313 -0.094 -0.299 0.001
H 2.8670 0.5532 0.1605 0.246 -0.066 0.140 -0.001
S -0.8469 -0.7842 -4.5499 0.207 -0.702 0.005 -0.001
As -0.1389 -2.4757 -3.0533 -0.289 -0.453 -1.034 0.001
S -1.5107 0.8363 -3.4903 -0.336 0.524 0.336 -0.005
S 1.7988 -1.6873 -2.4172 0.457 0.089 0.205 -0.008
S -1.4072 -2.2034 -1.3158 -0.394 0.044 0.178 -0.008
S -3.3206 -0.6617 2.6741 0.070 0.220 -0.470 0.000
C -1.8868 -0.2768 1.7631 -0.493 0.212 -0.016 0.003
N -2.0696 0.2025 0.5784 0.827 -0.135 0.445 -0.003
C -3.4041 0.2935 0.2787 -1.167 -0.024 0.196 0.000
C -3.9467 0.7350 -0.9296 0.198 0.014 0.105 0.000
C -5.3186 0.7827 -1.0580 0.108 0.070 -0.051 0.000
C -6.1592 0.4132 -0.0100 -0.055 -0.145 0.228 0.000
C -5.6444 -0.0501 1.1876 -0.241 0.024 -0.157 0.000
C -4.2696 -0.1137 1.3185 0.580 0.022 -0.072 -0.001
H -0.9211 -0.4729 2.1948 0.225 0.032 -0.048 0.000
H -3.2827 0.9869 -1.7520 -0.102 -0.089 0.000 0.001
H -5.7501 1.1013 -1.9946 -0.017 0.057 -0.098 0.000
H -7.2298 0.4709 -0.1383 -0.108 -0.013 -0.016 0.000
H -6.2902 -0.3692 1.9908 -0.110 0.003 0.073 0.000
I 5.2400 -0.2949 1.1431 -0.001 0.064 0.036 0.000
C 3.7155 0.0459 -0.3130 0.080 -0.021 -0.192 0.001
H 3.4175 -0.9204 -0.7050 0.103 -0.017 0.126 0.000
H 4.1471 0.6516 -1.1036 0.143 0.015 0.003 0.000
C 3.3275 -4.0369 1.4041 0.419 0.142 -0.514 0.000
N 2.3211 -3.9811 2.4248 -0.699 0.257 0.272 0.000
C 2.1788 -4.8291 3.4943 -0.230 -0.242 0.457 0.000
C 1.0865 -4.4452 4.1894 0.291 -0.367 0.103 0.000
N 0.5642 -3.3502 3.5442 0.281 -0.134 -0.258 0.000
C 1.3269 -3.0496 2.4525 -0.053 0.327 -0.126 0.000
S 1.1376 -1.7719 1.4245 0.245 0.279 -0.014 -0.001
H 3.8287 -5.0030 1.4471 -0.069 0.007 0.027 0.000
H 4.0639 -3.2390 1.5362 -0.101 -0.041 -0.005 0.000
H 2.8579 -3.9038 0.4262 0.050 -0.004 0.066 0.000
H 2.8638 -5.6338 3.6692 0.066 -0.126 0.045 0.000
H 0.6469 -4.8516 5.0741 -0.063 -0.132 0.188 0.000
H -0.2677 -2.8434 3.7877 0.082 0.027 -0.093 0.000

Entry 3:
51
Properties=species:S:1:pos:R:3:forces:R:3:lowdin_charge:R:1 method="wB97M-V/def2-TZVPD" homo_ev=-8.3000 largest_force_ev_per_a=3.4 lumo_energy_ev=0.35 relative_energy_kcal_mol=80.1 energy_ev=-46028.700
C 3.3706 -2.7027 1.4840 0.039 0.057 -0.548 -0.134
C 4.3133 -1.4622 1.1252 0.697 -0.422 0.574 -0.272
C 4.7384 -1.3953 -0.4074 -0.660 -0.792 -0.287 -0.217
C 3.5922 -0.8809 -1.4037 0.636 0.929 -0.575 -0.213
C 2.7107 0.3307 -0.8385 -0.042 -0.461 0.032 -0.210
C 1.3359 -0.2138 -0.2315 0.226 0.941 0.977 -0.198
C 0.3278 0.9944 0.1707 0.592 -1.200 -1.019 -0.189
C -1.2083 0.6040 -0.0420 0.085 0.495 0.030 -0.236
C -2.0467 0.4572 1.3185 0.675 -0.194 -1.304 -0.353
P -2.0142 -1.3122 2.0489 0.407 0.451 1.867 0.941
F -0.4239 -1.8540 1.7527 -2.282 0.620 -0.634 -0.358
C -3.2986 -2.3561 1.1300 -0.105 0.160 -1.663 -0.371
C -2.9135 -2.7477 -0.3729 -0.658 -1.164 0.638 -0.176
C -1.6039 -3.6249 -0.5137 1.812 1.284 -2.314 -0.156
F -1.1154 -4.4934 0.4741 -1.770 1.122 -1.884 0.028
C -0.8524 -3.5055 -1.6907 -0.620 -0.787 1.937 -0.178
F -0.8742 -2.3255 -2.4339 0.038 -3.012 0.716 0.050
F -0.0277 -4.5459 -2.1490 -1.322 3.087 0.784 0.059
H 4.0401 -3.6012 1.6651 -0.983 0.969 -0.039 0.070
H 2.7064 -2.4865 2.3926 1.068 -0.413 -1.270 0.078
H 2.6878 -2.9738 0.6061 0.831 0.466 1.213 0.072
H 5.2826 -1.6129 1.7248 -1.358 0.345 -0.760 0.104
H 3.8425 -0.5172 1.5362 0.595 -0.933 -0.795 0.087
H 4.9654 -2.4780 -0.7216 -0.132 1.486 0.456 0.111
H 5.6976 -0.8088 -0.6021 -1.339 -0.577 0.588 0.106
H 2.9441 -1.7340 -1.7780 0.645 1.010 0.625 0.100
H 4.1380 -0.4693 -2.3277 -0.749 -0.771 1.177 0.104
H 3.3290 0.8324 -0.0234 -0.922 -0.483 -0.929 0.105
H 2.5421 1.1420 -1.6337 0.066 -1.327 0.980 0.111
H 1.6076 -0.7087 0.7656 -0.513 0.131 -1.688 0.085
H 0.8175 -0.9504 -0.9399 0.874 0.993 1.002 0.100
H 0.5777 1.2768 1.2405 -0.549 -0.057 -1.277 0.117
H 0.5599 1.8452 -0.5323 -0.225 -0.972 1.123 0.076
H -1.6711 1.4430 -0.6668 0.498 -1.234 0.869 0.091
H -1.2879 -0.3615 -0.6485 0.180 1.325 0.781 0.076
H -3.1175 0.7640 1.0922 1.119 -0.551 0.613 0.076
H -1.6032 1.1600 2.1046 -0.758 -1.077 -0.978 0.079
H -4.2364 -1.6942 1.0542 1.406 -0.696 0.272 0.088
H -3.6412 -3.2695 1.7309 0.975 1.304 -0.735 0.087
H -3.7727 -3.4051 -0.7633 1.215 0.811 0.456 0.122
H -2.9176 -1.8340 -1.0618 0.515 -1.376 1.056 0.117
O -0.5511 3.6347 -0.6166 -0.861 0.927 0.096 0.159
C -1.5199 4.3159 -0.4744 1.180 -0.755 0.014 -0.514
O -2.6063 3.9547 0.2644 0.344 0.205 -0.393 0.065
C -3.4741 5.0812 0.2938 -0.745 -0.243 0.550 -0.064
C -3.0612 5.8339 -0.9325 0.139 0.729 -0.033 -0.322
F -3.2138 7.1688 -0.7602 -0.051 0.056 -0.159 0.079
O -1.6808 5.5467 -1.0356 -0.460 -0.567 0.055 0.148
H -3.3028 5.6480 1.2129 0.063 0.153 -0.198 0.149
H -4.5195 4.7726 0.2616 0.165 -0.177 -0.004 0.143
H -3.5711 5.5189 -1.8473 0.020 0.185 0.005 0.177

Entry 4:
52
Properties=species:S:1:pos:R:3:forces:R:3:lowdin_charge:R:1 method="wB97M-V/def2-TZVPD" homo_ev="-18.2450 / -18.2452" largest_force_ev_per_a=1.1 lumo_energy_ev="-13.25 / -13.25" total_charge=+3 relative_energy_kcal_mol=68.4 energy_ev=-156054.461
Pd 4.0423 -3.2701 1.1355 0.334 -0.423 0.018 0.733
C 3.1294 0.0282 2.7544 -0.051 0.067 0.001 -0.138
C 3.4545 0.5636 1.3631 0.024 -0.025 -0.042 -0.304
Ge 2.3229 0.3040 -0.2004 0.145 0.184 0.169 1.031
C 3.1117 0.4323 -1.9610 -0.089 0.029 -0.076 -0.292
C 2.2089 -0.0491 -3.0975 -0.013 0.019 0.009 -0.136
C 0.6984 1.4043 -0.0293 -0.099 -0.589 0.045 -0.041
C -0.5947 1.0099 0.0292 -0.232 1.036 0.106 -0.202
Ge -0.8312 -1.0220 -0.2937 0.049 -0.623 -0.392 1.113
C -1.8488 -1.0890 1.8466 -0.020 0.471 0.249 -0.008
C -3.0476 -0.2742 1.9003 0.113 -0.097 -0.293 -0.082
C -1.5729 -1.7859 -1.9255 0.062 0.119 -0.119 -0.262
C -2.8456 -1.2311 -2.5582 0.018 0.019 0.022 -0.128
C -1.7190 1.8904 0.1675 -0.110 -0.305 0.235 -0.247
C -1.5866 3.0808 0.9446 0.013 -0.289 0.157 0.013
C -2.6076 3.9891 0.9955 -0.211 0.014 -0.130 0.005
C -3.8036 3.7361 0.2954 0.075 -0.112 -0.008 0.053
C -3.9793 2.5549 -0.4362 -0.008 0.222 0.089 -0.001
C -2.9638 1.6324 -0.4804 0.204 0.127 -0.061 -0.015
H 3.7890 0.5075 3.4766 -0.013 0.012 -0.001 0.097
H 3.2772 -1.0439 2.8368 0.009 -0.023 -0.004 0.035
H 2.1034 0.2461 3.0530 0.000 -0.005 -0.002 0.076
H 4.4731 0.3257 1.0510 -0.015 -0.085 0.017 0.080
H 3.4162 1.6621 1.3882 0.059 0.019 -0.035 0.089
H 4.0578 -0.1118 -1.9358 -0.007 -0.022 0.028 0.087
H 3.3744 1.4880 -2.0814 0.014 0.004 -0.004 0.094
H 1.9963 -1.1155 -3.0201 0.007 0.000 -0.003 0.069
H 2.7020 0.1157 -4.0541 0.002 0.002 0.002 0.096
H 1.2635 0.4984 -3.1276 0.002 0.000 0.000 0.073
H 0.8533 2.4774 -0.1489 -0.062 -0.019 -0.375 0.114
H -0.9818 -0.7630 2.4160 -0.070 -0.133 0.139 0.100
H -1.9426 -2.1640 1.7186 0.013 -0.031 -0.189 0.099
H -2.8633 0.8047 1.9086 -0.003 0.046 0.063 0.091
H -3.4727 -0.4660 2.9108 0.081 0.042 0.082 0.169
H -3.8281 -0.5645 1.1963 -0.023 -0.037 0.046 0.114
H -1.6661 -2.8450 -1.6844 -0.013 -0.008 0.033 0.093
H -0.7261 -1.6918 -2.6157 0.002 -0.052 -0.013 0.090
H -3.7103 -1.3062 -1.8981 0.007 0.017 -0.001 0.082
H -3.0715 -1.8304 -3.4398 0.003 -0.015 0.005 0.102
H -2.7293 -0.2045 -2.9038 -0.002 0.009 0.007 0.077
H -0.6658 3.2647 1.4834 0.019 0.021 -0.013 0.134
H -2.5030 4.9046 1.5622 0.026 0.003 -0.016 0.138
H -4.6044 4.4650 0.3309 0.012 -0.011 0.005 0.142
H -4.9111 2.3794 -0.9564 0.009 -0.026 -0.002 0.138
H -3.0937 0.7186 -1.0424 -0.030 -0.047 -0.040 0.081
O 1.8708 -2.5357 1.6197 0.045 0.240 -0.027 -0.320
S 1.2246 -2.7365 0.3415 -0.036 -0.320 -0.378 0.458
O -0.2613 -2.8545 0.4121 0.062 0.050 0.296 -0.329
O 1.1472 -1.2621 -0.3960 0.002 0.174 0.405 -0.477
O 1.8856 -3.6582 -0.5151 -0.012 0.208 -0.111 -0.215
O 6.2835 -4.7885 0.8457 -0.070 0.105 -0.034 0.251
N 5.7455 -3.8204 0.8183 -0.223 0.037 0.143 -0.021